# N3O3

A 2-piece molecular cluster, N3O3 overall at a distorted geometry (ωB97M-V with the def2-TZVPD basis set, OMol25).

Each line ends with the Löwdin charge.
Atoms and positions in Å:
N  1.7088  0.7875  0.8320  0.1845
N  -1.1452  -0.1815  0.1911  -0.4166
N  1.3509  0.2531  -0.0658  -0.3722
O  1.2979  -0.1890  -1.1275  0.0538
O  -1.8386  -0.7053  1.0737  -0.2132
O  -1.6425  0.4258  -0.8069  -0.2363

Summary:
Total charge = -1
Relative energy (zero: lowest compared OMol25 entry of this formula, charge and spin) = 49.00 kcal/mol
Gap between HOMO and LUMO = 7.227 eV

=====

# C25H21CoN9O2S3

C25H21CoN9O2S3 as an isolated structure at a distorted geometry (ωB97M-V with the def2-TZVPD basis set, OMol25).

Each line ends with the Löwdin charge.
Atoms and positions in Å:
Co  11.6058  11.0409  7.5003  0.4958
N  7.5759  10.4712  8.3604  0.1685
C  7.6010  9.1183  7.9321  -0.1607
C  6.5556  8.2177  7.7581  -0.0050
C  6.9686  6.8676  7.6562  -0.0893
C  8.2928  6.5798  7.4630  -0.0912
C  9.3050  7.5530  7.4382  -0.0017
C  8.9743  8.8449  7.6838  -0.1940
N  9.7133  10.0143  7.9022  0.1247
C  8.8759  10.9545  8.2858  -0.2399
C  9.2848  12.3269  8.5322  -0.2835
C  8.5746  13.5144  8.6472  -0.3434
S  9.6051  14.8853  8.8651  1.0404
C  10.9706  13.7740  8.9395  -0.3894
N  10.6583  12.5052  8.7498  -0.0384
H  6.7692  10.9615  8.7648  0.1713
H  5.5030  8.4388  7.7334  0.1035
H  6.2507  6.0476  7.6789  0.1082
H  8.5566  5.5432  7.3293  0.1024
H  10.3126  7.2604  7.1948  0.1121
H  7.4764  13.5628  8.5513  0.0836
H  12.0143  14.0948  9.0569  0.0814
N  10.0863  5.9287  13.2801  0.0926
C  10.9471  6.8821  12.7967  -0.3379
C  10.6456  8.2096  13.0969  -0.0369
C  11.4131  9.2113  12.4664  -0.0617
C  12.4052  8.8315  11.5681  -0.2922
C  12.7282  7.4649  11.3422  -0.0618
C  11.9954  6.4645  11.9488  -0.0381
S  13.1706  10.1317  10.6433  0.6275
O  14.6318  9.9790  10.6231  -0.3173
O  12.5673  11.3212  11.2043  -0.3467
N  12.5853  9.9223  9.1264  -0.1094
C  13.1281  9.0955  8.2436  -0.5297
N  13.9527  8.1410  8.5156  0.1316
C  14.4747  7.5514  7.4363  -0.0977
C  14.2869  7.9499  6.0858  -0.0562
C  13.3611  8.9715  5.9237  -0.1020
N  12.6624  9.4653  6.9947  -0.0166
H  9.2226  6.2849  13.6420  0.0880
H  10.1426  5.0018  12.9330  0.0799
H  9.9866  8.5068  13.8932  0.1024
H  11.1447  10.2738  12.6661  0.1196
H  13.5628  7.2055  10.6048  0.1189
H  12.2105  5.3853  11.7270  0.1242
H  15.1447  6.7014  7.6660  0.1151
H  14.8235  7.4581  5.2567  0.1034
H  13.0740  9.3836  4.9646  0.1102
C  15.6003  13.4385  10.5996  -0.0329
C  15.5431  12.8496  9.2307  -0.3388
C  16.6957  12.2811  8.6349  -0.0123
C  16.4623  11.5950  7.4300  -0.1279
N  15.2854  11.6327  6.7822  0.0333
C  14.2990  12.3706  7.3639  -0.8102
S  12.9091  12.5278  6.3455  0.5895
N  14.3639  12.9311  8.5950  0.1051
H  15.1812  12.7473  11.3001  0.0626
H  14.9941  14.3583  10.6209  0.0866
H  16.6295  13.6570  10.8621  0.0735
H  17.7348  12.3473  9.0247  0.1138
H  17.2107  11.0108  6.9388  0.0930

Summary:
Total charge = 0
Multiplicity = 4
Relative energy (zero: lowest compared OMol25 entry of this formula, charge and spin) = 0.00 kcal/mol
Gap between HOMO and LUMO (spin up / spin down) = 6.803 / 6.874 eV

=====

# C2H4LiNaO2

C2H4LiNaO2 as an isolated structure at a distorted geometry (ωB97M-V with the def2-TZVPD basis set, OMol25).

Each line ends with the Löwdin charge.
Atoms and positions in Å:
O  0.1688  -0.6392  -0.7820  -0.5370
C  -0.4693  0.3735  -0.0652  -0.3963
C  0.3330  0.7627  1.1378  -0.2016
O  1.5217  0.4968  1.2165  -0.0246
H  -1.4394  -0.0297  0.2909  0.1056
H  -0.7884  1.3231  -0.5408  0.1322
H  -0.1427  1.4504  1.8634  0.1463
Li  2.0362  -0.5313  -0.3801  0.7876
Na  -0.5040  -1.1443  -2.9015  0.8216
H  -0.7160  -2.0620  0.1610  0.1663

Summary:
Total charge = +1
Multiplicity = 2
Relative energy (zero: lowest compared OMol25 entry of this formula, charge and spin) = 0.00 kcal/mol
Gap between HOMO and LUMO (spin up / spin down) = 7.554 / 9.073 eV

=====

# C4H11NO3

A 2-piece molecular cluster, C4H11NO3 overall at a distorted geometry (ωB97M-V with the def2-TZVPD basis set, OMol25).

Each line ends with the Löwdin charge.
Atoms and positions in Å:
C  -0.7629  0.2865  1.2259  -0.3819
N  0.4052  -0.3635  1.4391  0.0370
C  0.5481  -2.5060  0.0749  -0.0586
C  1.1376  -1.1782  0.4816  -0.3726
C  1.5335  -0.3533  -0.7630  -0.2662
O  2.4088  0.6560  -0.3996  -0.0816
O  -1.3574  0.3355  0.1799  0.0238
H  -1.1165  0.7481  2.2010  0.1370
H  1.0539  -0.0955  2.2285  0.1621
H  -0.6183  -2.3909  -0.1729  0.1333
H  0.6607  -3.2560  0.7282  0.0182
H  0.9656  -2.8271  -0.9113  0.0868
H  2.0695  -1.4849  1.0870  0.1653
H  2.1422  -1.0211  -1.5397  0.1457
H  0.6496  0.0492  -1.3671  0.1396
H  2.3088  1.5963  -0.6567  0.1128
H  -3.7220  3.8185  -0.5367  0.0849
H  -4.5873  3.8512  -1.7858  0.0105
O  -3.7192  4.1352  -1.5132  -0.0960

Summary:
Total charge = 0
Structure (SMILES) = C[C@@H](CO)NC=O.O
Relative energy (zero: lowest compared OMol25 entry of this formula, charge and spin) = 53.13 kcal/mol
Gap between HOMO and LUMO = 10.486 eV

=====

# C5H9NO2

C5H9NO2 as an isolated structure at a distorted geometry (ωB97M-V with the def2-TZVPD basis set, OMol25).

Each line ends with the Löwdin charge.
Atoms and positions in Å:
C  0.3602  -0.2311  0.1834  -0.1424
C  -1.4519  0.2877  0.4920  -0.1920
C  -0.2180  0.8991  1.0232  -0.1207
C  -2.1447  0.8308  -0.7097  -0.0993
C  0.2932  -1.5141  0.6794  -0.1163
N  2.7367  -0.6149  -0.9135  -0.0891
O  2.2561  -1.0465  0.3514  -0.3345
O  -0.0676  -2.5738  0.9967  0.2403
H  0.5615  -0.0722  -0.8754  0.1290
H  -2.0325  -0.3320  1.1652  0.1202
H  3.4166  0.1199  -0.7189  0.0654
H  3.2535  -1.4006  -1.3067  0.0608
H  0.0654  1.8726  0.6326  0.1223
H  -0.0380  0.8213  2.0912  0.1204
H  -1.4312  1.1179  -1.4900  0.0804
H  -2.8385  0.1027  -1.1352  0.0766
H  -2.7210  1.7332  -0.4657  0.0791

Summary:
Total charge = 0
Relative energy (zero: lowest compared OMol25 entry of this formula, charge and spin) = 154.23 kcal/mol
Gap between HOMO and LUMO (spin up / spin down) = 7.592 / 7.592 eV

=====

# C18H13F4KN5O6

C18H13F4KN5O6 as an isolated structure (ωB97M-V with the def2-TZVPD basis set, OMol25).

Each line ends with the Löwdin charge.
Atoms and positions in Å:
K  -1.0697  -1.0356  0.7593  0.8608
O  -1.5806  1.1382  -2.4219  -0.1559
N  -1.5673  1.0451  -1.1792  -0.1084
N  -2.7004  1.1403  -0.5428  -0.2765
O  -2.6513  1.0732  0.7932  -0.3188
C  -3.9926  1.3500  -1.1249  -0.1520
C  -4.2234  1.8129  -2.4207  -0.0220
C  -5.5319  2.0058  -2.8512  -0.1004
C  -6.6095  1.7378  -2.0237  -0.1180
C  -6.3716  1.2814  -0.7324  -0.0978
C  -5.0769  1.0981  -0.2828  -0.0249
H  -3.3986  2.0185  -3.0771  0.0854
H  -5.6999  2.3716  -3.8569  0.0945
H  -7.6230  1.8870  -2.3754  0.0900
H  -7.2007  1.0735  -0.0672  0.0947
H  -4.8642  0.7747  0.7246  0.1009
F  3.2987  0.7386  6.2850  0.1319
C  2.1923  0.0466  5.9330  -0.5848
F  1.2003  0.4682  6.7308  0.1381
F  2.4361  -1.2370  6.2421  0.1420
C  1.8821  0.2305  4.4744  -0.1373
C  2.7458  -0.3061  3.5330  -0.0058
C  2.4303  -0.1471  2.1952  -0.1197
N  1.3552  0.5168  1.7727  0.0629
C  0.5442  1.0358  2.6888  -0.1361
C  0.7564  0.9105  4.0562  0.0120
H  3.6254  -0.8585  3.8354  0.1240
H  3.0592  -0.5785  1.4252  0.1156
H  -0.3326  1.5572  2.3125  0.1061
H  0.0519  1.3203  4.7651  0.1222
F  -0.8286  -7.4660  5.0958  0.0738
C  -0.5124  -6.1743  4.9055  -0.1882
C  0.1951  -5.7925  3.8378  0.0492
N  0.5541  -4.4922  3.6112  -0.0003
C  1.1951  -4.1074  2.3611  -0.0461
C  0.1826  -3.6080  1.2990  -0.7581
O  -1.0276  -3.7211  1.5831  -0.0681
O  0.7132  -3.0917  0.2946  -0.0911
C  0.0908  -3.4834  4.4238  -0.4500
O  0.2840  -2.3033  4.2126  0.0972
N  -0.6004  -3.9185  5.5420  0.2244
C  -0.9730  -5.2136  5.8897  -0.4069
O  -1.6276  -5.4472  6.8827  0.0840
H  0.5170  -6.5104  3.0967  0.1501
H  1.7443  -4.9636  1.9725  0.1251
H  1.8966  -3.2998  2.5551  0.1153
H  -0.9315  -3.1802  6.1457  0.1670

Summary:
Total charge = -1
Relative energy (zero: lowest compared OMol25 entry of this formula, charge and spin) = 1.37 kcal/mol
Gap between HOMO and LUMO = 6.920 eV